Entry 1:
C5H4N2 | ωB97M-V/def2-TZVPD

Highest occupied orbital energy = -10.06 eV
Energy relative to the best compared isomer or geometry (same formula, charge and spin) = 287.1 kJ/mol
Lowest unoccupied orbital energy = 0.0329 hartree

Geometry as ORCA input:
```
! RIJCOSX wB97M-V def2-TZVPD def2/J DEFGRID3
* xyz 0 1
C -1.338 0.966 -0.657
H -1.186 -0.867 -1.747
C 1.872 0.993 1.111
H 1.015 -1.556 -0.755
H -1.040 -0.786 1.186
H 2.439 1.726 1.641
C 0.446 -0.797 -0.223
C 1.229 0.179 0.500
N -1.739 2.044 -0.530
N -0.812 -1.291 0.332
C -0.869 -0.397 -0.820
*
```

---

Entry 2:
C6H12O | ωB97M-V/def2-TZVPD

Highest occupied orbital energy = -6.79 eV
Energy relative to the best compared isomer or geometry (same formula, charge and spin) = 498.3 kJ/mol
Lowest unoccupied orbital energy = 0.0339 hartree

Geometry as ORCA input:
```
! RIJCOSX wB97M-V def2-TZVPD def2/J DEFGRID3
* xyz 0 1
H -1.830 0.925 -1.022
O 0.840 -1.085 -0.851
H 0.565 1.594 1.111
C -0.209 -1.989 -0.757
C 2.135 0.779 -0.550
H -2.942 0.160 0.083
H 2.742 0.983 0.348
H 2.719 0.077 -1.161
H 2.032 1.710 -1.107
H -1.254 -0.764 1.250
C -2.066 0.823 0.036
H 0.765 0.187 2.225
C 0.401 0.521 1.247
H -2.366 1.798 0.425
H 0.028 -2.754 -1.492
C -0.918 0.139 0.721
C 0.853 0.052 -0.083
H -0.231 -2.400 0.251
H -1.186 -1.528 -0.983
*
```

---

Entry 3:
C26H24AlBN8S | ωB97M-V/def2-TZVPD

Highest occupied orbital energy = -7.37 eV
Energy relative to the best compared isomer or geometry (same formula, charge and spin) = 40.5 kJ/mol
Lowest unoccupied orbital energy = 0.0158 hartree

Geometry as ORCA input:
```
! RIJCOSX wB97M-V def2-TZVPD def2/J DEFGRID3
* xyz 0 1
C 2.389 -0.240 -1.087
H 0.005 -2.618 -0.131
C -2.783 -2.578 -3.087
N 1.098 -0.067 -1.386
H 4.194 -0.476 -2.355
N -0.186 -2.002 0.690
C -0.578 1.565 1.970
C 3.134 -0.326 -2.254
C -1.316 2.699 -3.258
H 2.050 -0.640 4.467
C -1.073 2.063 3.205
C -2.967 0.583 3.028
C 0.808 -3.176 -2.845
N -1.354 -0.891 -3.068
N -0.923 1.519 -2.766
H -3.896 0.187 3.421
H -3.032 -0.678 1.288
N -1.719 -1.117 -1.782
H -1.235 2.918 -4.310
C 1.342 3.047 2.170
H 1.390 4.299 3.933
C -1.787 3.467 -2.208
N 0.997 -0.033 -2.740
C -1.642 2.654 -1.081
B -0.363 0.245 -3.430
H -0.244 0.374 -4.610
C -1.286 0.550 1.245
Al -0.587 -0.273 -0.447
H -3.020 -2.488 -0.868
C 3.298 -2.455 1.898
H 2.276 3.435 1.784
H 2.711 -0.278 -0.059
N 0.496 -2.885 -1.754
C 0.838 3.539 3.395
C -2.460 0.093 1.803
H 2.162 -3.112 0.189
H -3.406 -3.387 -3.425
C -1.975 -1.761 -3.863
C -0.336 3.057 3.898
H 4.180 -1.622 3.670
H -1.015 -2.294 1.195
H -2.178 4.468 -2.253
C 2.083 -1.185 3.532
C 3.276 -1.738 3.087
H 1.034 1.706 0.545
C 2.149 -2.572 1.129
N -1.117 1.483 -1.432
H -2.664 1.921 4.661
C 2.205 -0.194 -3.276
H -1.888 2.862 -0.053
H 4.215 -2.922 1.561
H -0.008 -0.896 3.134
H -1.805 -1.756 -4.927
H 2.339 -0.213 -4.344
C 0.925 -1.317 2.779
C 0.652 2.090 1.485
C 0.968 -1.973 1.554
H -0.723 3.429 4.840
S 1.223 -3.498 -4.389
C -2.581 -2.135 -1.789
C -2.288 1.544 3.716
*
```

---

Entry 4:
C13H26NO4P2Pd | ωB97M-V/def2-TZVPD

Highest occupied orbital energy (alpha / beta) = -12.01 / -12.02 eV
Energy relative to the best compared isomer or geometry (same formula, charge and spin) = 0.0 kJ/mol
Lowest unoccupied orbital energy (alpha / beta) = -0.1082 / -0.2055 hartree

Geometry as ORCA input:
```
! RIJCOSX wB97M-V def2-TZVPD def2/J DEFGRID3
* xyz 1 3
C 0.236 -2.079 -1.787
O 2.423 0.185 1.600
H 1.094 -2.815 -1.762
H -0.662 2.456 3.860
H -2.759 2.738 -1.497
C 3.518 0.876 1.323
H -2.901 1.065 0.720
C -1.137 -3.409 -0.203
H 2.968 2.327 -0.175
Pd 0.825 0.624 0.140
H -3.721 -0.992 -3.751
C -0.818 -0.318 2.687
C -1.594 -3.674 1.086
H -2.425 2.761 0.999
H -1.195 -4.132 -1.002
H -1.827 -2.816 3.082
C -0.879 -1.477 1.705
H 1.717 1.071 -3.588
H 4.264 2.837 0.911
C -0.040 2.417 2.956
C 3.322 2.296 0.862
H 0.987 -0.434 -4.246
H 2.805 -2.008 -2.469
P 1.117 -0.425 -1.840
C 2.772 -1.208 -1.719
O -1.947 2.799 -2.032
H 0.981 2.118 3.217
H -0.271 -2.386 -2.721
C -1.487 -2.689 2.058
O -4.270 -0.397 -3.179
H -0.017 3.404 2.480
O 4.646 0.419 1.429
H -1.703 -0.310 3.343
H -2.994 1.759 2.370
H 0.058 -0.374 3.355
C 0.911 0.336 -3.470
H -1.195 2.660 -1.438
H -2.008 -4.638 1.332
H -3.707 0.386 -3.101
H -0.060 0.845 -3.539
H 3.578 -0.490 -1.915
C -2.419 1.750 1.432
H 2.586 2.821 1.475
C -0.525 -2.196 -0.500
N -0.406 -1.277 0.470
H 2.868 -1.653 -0.714
P -0.711 1.247 1.758
*
```

---

Entry 5:
C41H77N5O3P | ωB97M-V/def2-TZVPD

Highest occupied orbital energy = -3.57 eV
Energy relative to the best compared isomer or geometry (same formula, charge and spin) = 165.9 kJ/mol
Lowest unoccupied orbital energy = 0.0669 hartree

Geometry as ORCA input:
```
! RIJCOSX wB97M-V def2-TZVPD def2/J DEFGRID3
* xyz -1 1
H 7.534 -1.527 2.676
N -6.060 1.655 -2.499
H -3.415 5.731 0.760
C -0.691 -2.366 2.381
H -3.032 -6.570 -5.694
H 1.435 -0.832 -3.527
H 13.046 1.862 2.897
H 9.100 3.556 3.247
H 1.918 0.578 -1.068
H -6.123 -8.671 -4.851
C -2.775 -0.256 0.398
H -4.927 0.711 5.734
H -9.178 3.647 -0.676
C -1.094 3.927 0.293
H -3.313 -6.662 -7.427
H 0.664 -2.555 -4.986
H -8.755 5.261 -2.555
C -8.223 4.167 -0.789
H -2.459 3.743 -1.519
O -0.239 3.008 -0.310
C -6.898 2.386 -2.788
C -0.420 -4.814 -3.670
H 0.902 -5.855 -1.585
H 8.983 -2.147 1.876
H -3.766 -1.015 2.269
H 6.099 0.273 1.434
H -1.136 -4.764 -4.532
C -0.041 1.561 1.976
C -2.228 1.258 0.241
C -7.980 4.558 -2.237
C 7.961 -1.806 1.709
H -4.788 1.797 7.127
H -2.535 0.265 2.590
C -4.236 1.110 6.479
H -4.115 -8.734 -6.325
C 11.120 2.787 3.252
H 12.169 2.276 1.420
C 0.311 -0.811 -3.646
H -1.087 -2.215 -4.709
H -2.516 1.092 5.196
H 5.015 3.442 3.196
H 5.068 2.045 4.362
H -0.458 -5.605 -0.398
H -0.828 -3.190 -2.276
H -2.621 1.781 1.151
H 11.041 2.406 4.273
H -2.354 2.134 6.603
H -6.109 -6.904 -4.876
H -0.483 4.872 0.485
C -3.050 1.810 5.825
C -2.250 4.468 -0.696
C -1.157 -5.647 -2.537
C 5.678 -1.124 -0.096
H 0.254 -1.107 -1.479
N -3.780 -7.779 -2.928
H -3.971 3.765 5.610
H -4.473 4.930 -0.468
C -0.073 -3.366 -3.085
C 1.126 2.528 2.390
N 5.015 -1.937 -0.557
H 8.579 0.169 1.149
H 2.134 2.128 -0.187
C -7.982 3.344 -3.174
H -0.959 1.883 2.531
H 2.010 0.496 0.719
H -4.384 -5.684 -6.416
O 2.724 3.208 4.696
H 1.472 3.238 1.600
H 11.553 3.789 3.316
H -7.429 3.515 -0.419
H 8.394 -0.940 -0.204
C -0.441 0.977 -1.840
H -5.440 -7.863 -7.087
H 9.761 3.278 1.631
H 0.502 -5.363 -3.996
H 0.957 -3.458 -2.655
H -8.242 5.052 -0.151
H 0.729 3.181 3.226
C 6.543 -0.071 0.498
C 4.585 2.439 3.422
C 7.949 -0.627 0.745
H -1.970 -5.041 -2.067
H -3.802 3.968 0.900
C 3.039 2.514 3.763
H -1.957 5.452 -1.162
O 2.205 1.746 3.001
H -0.248 -7.200 -1.210
C -3.811 -6.613 -6.457
H -2.196 -1.000 -0.195
C -4.520 -7.787 -3.803
C -5.479 -7.794 -4.937
H -1.579 3.711 1.275
H -7.024 5.084 -2.310
C 1.620 1.124 -0.138
N 11.095 -0.556 2.322
H 7.395 -2.654 1.316
H -0.332 -0.100 0.325
H 4.740 1.676 2.622
C -0.085 -2.251 -4.193
C -0.170 -6.094 -1.371
C -3.461 3.025 4.988
P -0.299 1.316 0.066
H -8.943 2.828 -3.129
C -0.354 -0.544 -2.232
H -3.834 -0.267 0.009
C 11.515 0.509 2.372
H 0.230 0.546 2.390
H -1.641 -6.566 -2.959
C -4.372 2.604 3.892
H 0.404 1.504 -2.378
H -2.578 3.497 4.553
C -3.562 4.781 0.169
C 12.057 1.891 2.436
C -4.719 -7.825 -6.266
H -2.759 1.705 -0.641
H 0.232 -2.952 2.297
H 9.224 1.916 2.628
H -1.383 1.387 -2.298
H -7.817 3.665 -4.204
C 9.722 2.887 2.651
H -3.894 0.271 7.087
N -5.079 2.277 3.044
H 0.059 -0.026 -4.409
C -1.674 -1.695 2.277
H 6.590 0.779 -0.186
H -1.367 -1.033 -2.266
C -2.758 -0.627 1.945
*
```

---

Entry 6:
C8H22CuF3N8O6 | ωB97M-V/def2-TZVPD

Highest occupied orbital energy = -7.14 eV
Energy relative to the best compared isomer or geometry (same formula, charge and spin) = 365.2 kJ/mol
Lowest unoccupied orbital energy = 0.0209 hartree

Geometry as ORCA input:
```
! RIJCOSX wB97M-V def2-TZVPD def2/J DEFGRID3
* xyz 0 1
F -8.318 -1.427 31.252
O -7.554 -1.642 27.240
H -7.872 -7.242 25.889
O -11.338 -2.875 26.519
N -13.474 -2.990 26.201
H -14.646 -1.084 29.832
O -7.703 -4.404 29.722
H -10.869 -6.219 25.186
H -6.022 -0.967 25.403
O -8.597 -5.149 27.049
O -12.062 -1.125 30.437
H -6.455 -2.558 30.771
H -6.330 0.736 25.909
C -12.448 -3.117 26.956
N -5.825 -4.637 28.529
C -14.344 -0.401 30.627
H -10.883 -1.909 31.954
H -13.391 -2.920 25.197
H -11.001 -4.990 26.389
C -10.770 -1.674 30.896
H -7.868 0.347 28.595
F -9.102 -0.359 29.527
H -14.206 0.500 30.029
C -13.109 -0.856 31.345
H -13.680 -3.111 28.337
C -7.204 -0.556 26.938
N -7.433 0.492 27.695
C -6.555 -4.044 29.481
H -5.020 -4.228 28.077
H -6.325 -5.363 28.035
H -15.213 -0.327 31.281
N -8.797 -6.886 25.696
C -9.206 -5.802 26.214
H -12.942 -0.251 32.236
C -9.400 -0.735 30.776
N -6.379 -0.265 26.035
N -10.437 -5.694 25.934
H -9.288 -7.040 24.827
N -12.695 -3.286 28.196
H -7.415 1.353 27.168
N -5.887 -3.064 30.107
H -13.461 -1.816 31.723
F -9.349 0.305 31.585
Cu -9.191 -3.053 28.192
H -4.918 -2.876 29.890
O -10.580 -2.899 30.149
H -11.955 -3.102 28.858
H -14.355 -3.170 26.661
*
```

---

Entry 7:
C6H9N3OS | ωB97M-V/def2-TZVPD

Highest occupied orbital energy = -8.44 eV
Energy relative to the best compared isomer or geometry (same formula, charge and spin) = 40.4 kJ/mol
Lowest unoccupied orbital energy = 0.0253 hartree

Geometry as ORCA input:
```
! RIJCOSX wB97M-V def2-TZVPD def2/J DEFGRID3
* xyz 0 1
C 2.423 0.305 -0.029
H 0.860 -2.294 0.131
H 1.591 0.713 1.962
H 2.830 1.195 -0.631
H -0.222 -0.796 1.573
H 0.927 1.707 0.708
H 1.564 -0.383 -1.902
O -2.278 -0.656 0.316
N -2.942 1.183 -0.488
N 0.664 -1.376 -0.266
C -1.220 0.161 0.112
H -3.464 1.845 -1.037
N -1.575 1.291 -0.373
H 3.238 -0.102 0.527
C 0.145 -0.388 0.627
C 1.230 0.635 0.903
C -3.379 -0.018 -0.123
S -4.861 -0.653 0.071
C 1.863 -0.786 -0.927
H 2.608 -1.582 -1.156
*
```

---

Entry 8:
C15H15N3NiP | ωB97M-V/def2-TZVPD

Highest occupied orbital energy (alpha / beta) = -0.22 / -0.65 eV
Energy relative to the best compared isomer or geometry (same formula, charge and spin) = 716.2 kJ/mol
Lowest unoccupied orbital energy (alpha / beta) = 0.0808 / 0.0685 hartree

Geometry as ORCA input:
```
! RIJCOSX wB97M-V def2-TZVPD def2/J DEFGRID3
* xyz -1 3
H 1.802 0.853 -4.033
N 0.270 -0.455 1.324
Ni -0.133 -0.552 -3.139
C -0.242 0.471 -4.724
C 1.002 -1.513 -0.495
C -0.611 -2.016 -4.307
C -0.915 0.885 3.015
H -1.568 1.297 2.250
H 1.635 -1.362 3.433
H -0.073 3.279 -3.341
C -0.291 -0.875 -5.104
H 0.846 2.366 -1.421
H -0.124 -1.062 -6.169
C 0.883 -0.612 3.666
C -1.037 1.310 4.346
H -0.906 0.994 0.260
C 1.070 -1.517 0.870
C 0.788 -0.149 4.987
H -1.204 1.674 -2.103
C -1.006 -2.005 -2.997
C 0.744 0.897 -3.745
C -0.274 1.284 6.697
H 1.440 -0.551 5.766
H -1.811 2.025 4.629
C 0.045 -0.078 2.675
H -0.824 1.188 -5.280
H -0.515 -2.930 -4.899
N -0.368 1.652 7.808
H 1.494 -2.187 -1.179
C -0.165 0.819 5.328
H 1.591 -2.183 1.534
P 0.076 2.098 -2.566
H -1.518 -2.696 -2.353
C -0.275 0.125 0.201
N 0.174 -0.472 -0.931
*
```

---

Entry 9:
C4H3O5Sr | ωB97M-V/def2-TZVPD

Highest occupied orbital energy (alpha / beta) = -5.32 / -10.02 eV
Lowest unoccupied orbital energy (alpha / beta) = -0.0268 / -0.0283 hartree

Geometry as ORCA input:
```
! RIJCOSX wB97M-V def2-TZVPD def2/J DEFGRID3
* xyz 0 2
O -0.505 -0.117 -0.073
C 1.444 0.693 1.546
O 1.524 -0.526 0.820
O 0.471 -2.052 -0.396
H 2.325 0.819 2.191
O 0.470 2.648 0.604
O -4.813 -1.327 -3.095
Sr -1.744 -1.904 -1.387
H 0.546 0.707 2.181
C 1.371 1.845 0.573
C 0.485 -0.886 0.083
C -3.752 -1.802 -2.854
H 2.177 1.901 -0.192
*
```

---

Entry 10:
C12H14IN3O3Pt | ωB97M-V/def2-TZVPD

Highest occupied orbital energy (alpha / beta) = -6.50 / -6.88 eV
Energy relative to the best compared isomer or geometry (same formula, charge and spin) = 1425.5 kJ/mol
Lowest unoccupied orbital energy (alpha / beta) = -0.0327 / -0.0392 hartree

Geometry as ORCA input:
```
! RIJCOSX wB97M-V def2-TZVPD def2/J DEFGRID3
* xyz 0 3
C -0.158 0.730 -1.918
Pt 0.000 0.002 1.020
I 2.739 -0.141 0.542
H 1.187 1.765 2.482
H -0.613 -4.555 -1.616
H 0.316 4.532 -1.668
C -0.457 -1.495 -3.074
C 0.086 2.857 -3.024
H -0.542 2.231 2.216
O 1.029 0.096 5.018
N 0.000 0.002 4.390
H -0.488 -1.009 -4.042
C 0.176 3.461 -1.772
O -1.023 -0.169 5.009
H -0.780 -1.348 3.154
N -0.073 1.332 -0.708
H -0.135 0.991 -4.062
H -0.684 -3.474 -3.888
C -0.383 -2.669 -0.614
C 0.093 2.659 -0.641
H -0.344 -3.086 0.386
C -0.569 -2.877 -2.989
C -0.531 -3.480 -1.733
C -0.303 -0.739 -1.907
H 0.999 -1.073 3.173
C 0.137 -1.340 2.561
C -0.080 1.479 -3.097
C 0.150 1.426 2.486
N -0.269 -1.338 -0.693
O 0.000 0.002 3.020
H 0.176 3.072 0.358
H -0.123 1.026 3.463
H 0.155 3.447 -3.933
H 0.311 -2.318 2.102
*
```

---

Entry 11:
C26H26N4SSbSe4Tl | ωB97M-V/def2-TZVPD

Highest occupied orbital energy (alpha / beta) = 1.87 / 1.89 eV
Energy relative to the best compared isomer or geometry (same formula, charge and spin) = 0.0 kJ/mol
Lowest unoccupied orbital energy (alpha / beta) = 0.1532 / 0.1533 hartree

Geometry as ORCA input:
```
! RIJCOSX wB97M-V def2-TZVPD def2/J DEFGRID3
* xyz -2 1
S 1.034 3.765 0.187
Sb 0.581 -0.928 -1.464
H -1.443 2.714 -0.450
H -4.269 0.464 2.765
C -3.252 0.077 2.867
H -0.855 -5.597 -5.006
Se 3.669 0.800 3.998
N -2.389 0.732 1.919
C -0.606 -4.754 -4.374
C -2.467 -0.267 -1.042
C -1.041 -3.779 1.536
C -3.609 1.696 -1.886
C -1.268 0.174 -1.620
C 0.039 -2.572 -2.740
H -2.509 -1.189 -0.489
C 2.615 4.124 0.614
C 0.860 -3.706 -2.757
H 1.778 -1.119 1.413
C -2.417 2.140 -2.464
H 1.747 -3.743 -2.138
C -1.584 1.996 0.347
H -4.557 0.149 -0.727
H -2.314 -3.591 -4.982
C -0.825 -3.047 0.365
H -2.396 3.072 -3.014
C -1.250 1.381 -2.331
C 4.171 4.456 2.435
Se 3.558 -0.177 0.415
C -1.053 0.494 1.768
C -1.107 -2.533 -3.545
C -2.746 1.692 1.017
H -3.755 2.068 0.923
H 1.176 -5.670 -3.583
Se 4.847 -0.568 2.387
H -2.876 0.278 3.874
C 0.989 -1.859 1.443
C -3.633 0.493 -1.175
H 6.185 4.931 1.879
H -1.751 -1.665 -3.547
N -0.538 1.246 0.822
C 0.539 -4.795 -3.573
H -0.410 -4.120 3.567
N 2.922 4.174 1.957
C 4.794 4.637 0.166
H -1.444 -3.239 -0.500
H -3.240 -0.997 2.662
H -0.330 1.731 -2.781
H 2.333 1.768 -1.448
H -4.512 2.283 -1.988
H 2.158 3.987 2.597
C 0.189 -2.078 0.316
C 0.773 -2.593 2.614
H 1.393 -2.419 3.484
Se 1.928 1.716 2.645
C -1.428 -3.623 -4.361
C -0.243 -3.552 2.661
H -1.825 -4.525 1.571
N 3.616 4.371 -0.293
H -0.511 -0.228 2.364
H 5.611 4.837 -0.546
C 5.171 4.701 1.589
Tl 1.479 1.314 0.144
H 4.296 4.467 3.512
*
```

---

Question: What is the formula in the eleventh record?
Answer: C26H26N4SSbSe4Tl